Model one:
This record from OMol25 describes a 2-piece molecular cluster, C11H23N2O2 overall. The level of theory is the ωB97M-V functional and the def2-TZVPD basis.

Its charge is +1. Its HOMO-LUMO gap (spin up / spin down) is 6.45 / 6.59 eV. For the HOMO energy (spin up / spin down), the calculation gives -9.764 / -9.789 eV. The value obtained for the LUMO energy (spin up / spin down) is -3.316 / -3.201 eV. The multiplicity is 1.

Cartesian coordinates (Å):
C: -3.812 0.724 -1.015
C: -3.173 0.859 0.152
C: -1.942 0.326 0.653
C: -3.868 1.750 1.257
C: -0.109 -3.565 0.187
C: 0.953 1.020 -1.804
C: 2.589 1.312 1.750
C: 3.582 0.678 -0.402
C: 0.493 -2.278 -0.334
C: -0.013 -1.019 0.333
C: 1.237 1.246 -0.308
N: -1.184 -0.561 -0.004
N: 2.395 1.187 0.334
O: -1.435 0.422 1.927
O: 0.265 1.971 0.295
H: -4.663 1.171 -1.428
H: -3.608 -0.093 -1.799
H: -3.037 2.323 1.570
H: -4.278 1.003 1.922
H: -4.746 2.083 0.905
H: 0.448 -4.404 -0.074
H: -1.178 -3.608 -0.173
H: -0.115 -3.541 1.276
H: 1.146 -0.100 -1.966
H: -0.085 1.381 -2.210
H: 1.615 1.538 -2.542
H: 3.178 0.403 2.144
H: 2.926 2.306 1.996
H: 1.603 1.092 2.305
H: 3.724 -0.390 -0.044
H: 3.719 0.813 -1.456
H: 4.397 1.001 0.323
H: 0.287 -2.095 -1.313
H: 1.596 -2.383 -0.196
H: 0.073 -1.108 1.427
H: -1.475 -0.676 -0.976
H: -2.155 0.918 2.338
H: 0.281 1.958 1.267

Mulliken atomic charge list, values in e, 8 entries: -1.29, 1.25, 0.17, -1.93, -1.32, -1.22, -1.09, -1.09

Model two:
This record from OMol25 describes a 2-piece molecular cluster, C11H23N2O2 overall. The level of theory is the ωB97M-V functional and the def2-TZVPD basis.

Its charge is +1. Its HOMO-LUMO gap (spin up / spin down) is 6.15 / 5.94 eV. For the HOMO energy (spin up / spin down), the calculation gives -9.716 / -9.588 eV. The value obtained for the LUMO energy (spin up / spin down) is -3.564 / -3.651 eV. The multiplicity is 1.

Cartesian coordinates (Å):
C: -3.278 -0.101 -2.533
C: -2.792 -1.292 -2.011
C: -1.483 -1.236 -1.334
C: -3.503 -2.528 -2.085
C: 0.921 2.437 -2.163
C: -0.558 -0.622 1.868
C: 3.232 -0.299 2.026
C: 1.567 1.213 2.971
C: 0.724 1.720 -0.747
C: 0.427 0.273 -0.867
C: 0.910 -0.734 1.489
N: -0.856 -0.106 -1.228
N: 1.850 0.094 2.062
O: -0.986 -2.348 -0.797
O: 1.216 -1.944 0.929
H: -4.221 -0.059 -3.016
H: -2.797 0.792 -2.397
H: -3.878 -2.658 -3.104
H: -4.441 -2.527 -1.519
H: -2.959 -3.423 -1.821
H: 1.511 3.275 -1.907
H: -0.086 2.673 -2.669
H: 1.405 1.732 -2.914
H: -0.903 0.330 1.328
H: -1.198 -1.385 1.389
H: -0.695 -0.591 2.909
H: 3.876 0.521 1.988
H: 3.538 -0.874 2.948
H: 3.240 -0.943 1.067
H: 1.864 2.190 2.650
H: 0.543 1.158 3.076
H: 2.076 0.923 3.967
H: 0.011 2.301 -0.175
H: 1.788 1.778 -0.182
H: 1.180 -0.426 -0.999
H: -1.519 0.661 -1.421
H: -0.164 -2.281 -0.268
H: 1.922 -2.413 1.428

Mulliken atomic charge list, values in e, 8 entries: -1.29, 0.73, 0.74, -1.32, -1.16, -1.68, -1.09, -1.08

Referenced to the most stable arrangement, the calculated values in kcal/mol are model one 16.9; model two 0.0.